--- 1 ---
23
Properties=species:S:1:pos:R:3:lowdin_charge:R:1 method="wB97M-V/def2-TZVPD" homo_ev=-13.744 charge=+1 lumo_ev=-3.03
C -2.339 -0.160 -0.479 -0.098
C -1.375 -0.849 -1.374 -0.212
N 0.051 -0.673 -0.845 0.007
C 0.738 -1.650 -0.211 -0.086
N 1.829 -1.120 0.472 0.090
H -2.609 0.762 -1.112 0.105
H -3.164 -0.776 -0.102 0.084
H -1.811 0.184 0.520 0.092
H -1.514 -1.897 -1.350 0.090
H -1.356 -0.403 -2.468 0.158
H 0.222 0.358 -0.697 0.108
H 0.445 -2.715 -0.279 0.173
H 2.058 -0.053 0.581 0.158
H 2.410 -1.834 0.926 0.119
H 0.680 2.320 2.119 0.064
H 0.246 3.045 0.819 0.030
O 0.373 2.217 1.217 -0.019
H 1.729 1.405 -2.049 0.065
H 1.759 2.388 -0.787 0.059
O 1.569 1.513 -1.125 -0.042
H 0.051 -1.343 2.493 0.092
H 0.321 0.055 1.977 0.107
O -0.313 -0.775 1.752 -0.143



--- 2 ---
23
Properties=species:S:1:pos:R:3:lowdin_charge:R:1 method="wB97M-V/def2-TZVPD" homo_ev=-14.138 charge=+1 lumo_ev=-3.12
C 1.961 1.082 1.773 -0.076
C 1.600 -0.437 2.035 -0.164
N 0.309 -0.507 1.276 0.016
C -0.531 -1.510 1.368 -0.098
N -1.731 -1.440 0.702 0.158
H 2.064 1.290 0.752 0.043
H 1.385 1.830 2.335 0.094
H 3.015 1.114 2.043 0.078
H 2.519 -1.031 1.826 0.127
H 1.399 -0.604 3.159 0.144
H 0.018 0.322 0.705 0.159
H -0.222 -2.498 1.885 0.199
H -2.140 -0.785 0.022 0.114
H -2.400 -2.105 0.950 0.090
H -0.643 -0.271 -2.439 0.164
H 0.547 -0.842 -1.672 0.054
O -0.354 -0.521 -1.390 -0.180
H 1.604 2.000 -3.254 0.066
H 2.136 1.293 -2.192 -0.012
O 1.433 1.185 -2.761 -0.022
H -2.289 2.106 -1.111 0.071
H -3.380 1.320 -1.982 0.000
O -2.559 1.296 -1.590 -0.026



Stability check: which of them is least stable? 1.